No. 1
A molecular structure, C48H38As3F6MoN2PS2 in a non-equilibrium geometry. Source: the Open Molecules 2025 dataset; level of theory: wB97M-V/def2-TZVPD.

- Kohn-Sham gap (spin up / spin down): 5.6 / 6.2 eV
- 2S+1: 2
- HOMO (spin up / spin down): -11.2 / -10.9 eV
- Charge: +1
- LUMO (spin up / spin down): -5.5911 / -4.6433 eV
- Expectation value of S²: 0.9682

Geometry as XYZ:
```
101
Properties=species:S:1:pos:R:3:forces:R:3
Mo -0.3096 -0.1886 -0.1487 -1.5 -1.8 -1.5
C 2.7415 -0.1797 1.6689 -0.1 0.0 0.0
C 1.9249 -0.9355 2.7082 0.0 -0.1 0.0
As -0.0017 -0.8338 2.2564 0.6 -0.5 1.6
C -0.7365 -2.5926 2.6390 -0.2 0.1 -0.1
C -2.1278 -2.6905 2.5703 0.0 0.3 0.0
C -2.7492 -3.9194 2.6777 -0.1 0.1 0.0
C -1.9872 -5.0656 2.8475 0.1 0.0 0.0
C -0.6083 -4.9778 2.9154 -0.1 0.0 0.0
C 0.0182 -3.7453 2.8073 0.4 0.3 0.0
C -0.6601 0.2273 3.7625 0.0 0.1 -0.2
C -1.4930 -0.2856 4.7523 0.0 -0.2 -0.2
C -1.9199 0.5333 5.7857 0.0 0.0 0.0
C -1.5084 1.8542 5.8454 0.0 0.0 0.0
C -0.6546 2.3623 4.8784 0.1 0.0 0.0
C -0.2368 1.5533 3.8366 0.2 -0.2 -0.3
As 2.1660 -0.6179 -0.1870 1.5 -0.1 0.6
C 2.5601 -2.5201 -0.3228 -0.1 0.0 0.0
C 1.9052 -3.2716 -1.2924 -0.2 0.3 -0.2
C 2.0986 -4.6383 -1.3814 0.1 -0.1 0.1
C 2.9593 -5.2673 -0.4984 0.0 0.0 -0.1
C 3.6452 -4.5244 0.4479 0.1 0.0 0.1
C 3.4501 -3.1570 0.5379 0.0 0.3 0.1
C 3.6998 0.1915 -1.0850 -0.2 0.1 -0.1
C 4.1242 1.4678 -0.7168 -0.3 -0.2 0.2
C 5.2112 2.0464 -1.3478 0.0 0.1 0.0
C 5.8784 1.3559 -2.3472 0.0 0.0 0.0
C 5.4591 0.0888 -2.7171 0.0 0.0 0.0
C 4.3693 -0.4943 -2.0910 -0.3 -0.2 0.1
H 3.8173 -0.3703 1.7842 -0.3 0.1 -0.1
H 2.5776 0.9027 1.7922 0.1 -0.3 -0.1
H 2.0828 -0.5218 3.7146 -0.2 -0.1 -0.3
H 2.2126 -1.9927 2.7292 -0.1 0.2 0.0
H -2.7137 -1.7810 2.4173 0.0 -0.3 0.1
H -3.8244 -3.9893 2.6095 -0.1 0.0 0.0
H -2.4714 -6.0265 2.9105 0.0 -0.1 0.0
H -0.0145 -5.8712 3.0377 0.0 0.0 0.0
H 1.1016 -3.6995 2.8371 -0.1 0.0 0.0
H -1.8017 -1.3252 4.7197 0.0 0.1 0.0
H -2.5754 0.1378 6.5464 0.0 -0.1 0.1
H -1.8520 2.4872 6.6492 0.0 0.1 0.1
H -0.3194 3.3872 4.9337 0.0 0.1 0.0
H 0.4230 1.9390 3.0585 -0.1 0.1 0.2
H 1.2490 -2.7869 -2.0028 0.0 0.0 0.0
H 1.5711 -5.2056 -2.1324 0.0 -0.1 -0.1
H 3.1106 -6.3325 -0.5622 0.0 -0.2 0.0
H 4.3362 -5.0105 1.1207 0.1 0.0 0.0
H 4.0053 -2.5850 1.2739 0.0 -0.1 0.0
H 3.5980 2.0129 0.0645 0.1 0.0 -0.1
H 5.5366 3.0355 -1.0597 0.0 0.1 0.0
H 6.7215 1.8127 -2.8416 0.1 0.0 0.0
H 5.9799 -0.4482 -3.4945 0.0 -0.1 -0.1
H 4.0303 -1.4846 -2.3790 0.1 0.1 0.0
C 1.2940 3.7012 -4.5017 0.1 -0.1 0.1
C 1.9855 3.0013 -3.5266 0.0 0.1 0.0
C 1.3163 2.5516 -2.4040 -0.1 0.0 0.3
C -0.0438 2.8085 -2.2395 0.3 -0.3 0.2
C -0.7304 3.5268 -3.2131 0.0 -0.1 0.1
C -0.0566 3.9640 -4.3398 -0.1 0.0 0.0
P -0.7352 2.1694 -0.6864 -0.5 1.6 -0.4
C -0.8720 3.6369 0.3761 0.2 -0.2 0.1
C -0.3382 4.8641 -0.0004 0.0 -0.1 0.0
C -0.4686 5.9498 0.8478 0.0 0.1 0.1
C -1.1150 5.8106 2.0647 0.0 0.0 0.0
C -1.6449 4.5846 2.4395 -0.1 0.0 0.0
C -1.5226 3.4955 1.5992 0.0 0.0 -0.2
C -2.5103 1.7388 -0.8548 -0.2 0.0 -0.1
C -3.5302 2.3277 -1.4849 0.5 0.0 0.2
C -4.8597 1.7981 -1.6459 -0.3 -0.3 0.0
C -5.1943 0.5076 -1.8392 -0.2 0.5 0.1
C -4.3613 -0.6672 -1.8716 0.5 -0.4 0.1
C -3.3166 -0.9679 -1.0806 -0.5 0.6 -0.1
H 1.8011 4.0213 -5.3990 0.0 0.1 -0.1
H 3.0362 2.7848 -3.6452 0.1 0.0 0.0
H 1.8436 1.9821 -1.6426 -0.1 0.1 -0.3
H -1.7825 3.7394 -3.1150 -0.1 0.0 0.0
H -0.5994 4.5024 -5.1020 0.0 0.0 -0.1
H 0.1704 4.9711 -0.9486 0.0 0.0 0.0
H -0.0657 6.9068 0.5535 0.0 0.1 0.0
H -1.2026 6.6604 2.7236 0.0 0.1 0.1
H -2.1523 4.4771 3.3850 -0.1 0.0 0.1
H -1.9318 2.5296 1.8825 0.0 0.1 0.1
H -3.3560 3.3024 -1.9232 0.0 0.0 -0.1
H -5.6431 2.5397 -1.7295 -0.1 0.0 -0.1
H -6.2301 0.2861 -2.0715 0.0 0.1 0.0
H -4.6738 -1.4186 -2.5883 0.0 0.0 0.0
S -2.7656 0.2493 0.1298 -0.2 0.2 -0.5
C -2.6757 -2.2685 -0.9762 -0.6 -0.5 -0.3
S -1.0444 -2.4031 -0.4353 1.1 0.6 0.4
C -3.3553 -3.4551 -1.1667 1.0 1.1 0.3
C -4.6874 -3.5735 -1.5938 -0.7 0.1 -0.1
N -5.7748 -3.7006 -1.9377 -0.3 0.0 -0.1
C -2.7271 -4.6693 -0.8176 0.3 -0.5 0.0
N -2.2308 -5.6418 -0.4673 0.1 -0.4 0.0
F 1.3023 -0.5803 -2.9155 -1.1 -0.4 -1.1
As -0.1579 -0.7013 -4.0113 0.1 0.4 1.4
F 0.7157 -1.4564 -5.2555 -0.2 0.1 0.1
F 0.1770 0.8794 -4.5885 -0.1 -0.4 0.1
F -1.7337 -0.6701 -4.7279 0.7 -0.1 0.0
F -0.9894 0.0773 -2.4993 0.4 -0.3 0.3
F -0.5572 -2.2364 -3.2818 0.2 0.3 -0.2
```
Forces are in eV/Å.



No. 2
A molecular structure, C48H38BrKN3O2P3S2 in a non-equilibrium geometry. Source: the Open Molecules 2025 dataset; level of theory: wB97M-V/def2-TZVPD.

- Kohn-Sham gap: 5.6 eV
- HOMO: -1.6 eV
- ΔE to the lowest compared entry with this formula, charge and spin: 3.9 kcal per mole
- Charge: -2
- LUMO: 4.0049 eV

Geometry as XYZ:
```
98
Properties=species:S:1:pos:R:3:forces:R:3
K 0.1797 0.2659 0.7481 -0.1 0.1 -0.2
S 1.4736 -1.7588 2.8370 -0.1 0.1 0.1
P -0.2607 -2.6553 2.3088 0.5 -0.1 -0.1
C -0.9539 -2.0098 0.9270 -1.3 -1.1 0.8
P -2.5747 -2.2343 0.5132 0.2 -0.2 -0.2
S -3.2244 -1.0874 -1.0015 -0.1 -0.1 0.1
C -2.9202 -4.0141 0.0555 0.1 0.0 0.0
C -3.1273 -4.3901 -1.2683 0.0 -0.1 -0.1
C -3.2241 -5.7355 -1.6273 0.0 0.1 0.1
C -3.1299 -6.7301 -0.6607 0.0 0.1 0.0
C -2.9323 -6.3703 0.6674 0.0 0.2 0.0
C -2.8184 -5.0275 1.0116 -0.1 0.0 0.0
C -3.8428 -1.9865 1.8554 0.0 0.1 0.1
C -3.7714 -0.7952 2.5829 -0.2 -0.1 0.0
C -4.7187 -0.4802 3.5472 0.0 -0.1 -0.1
C -5.7689 -1.3560 3.8087 0.1 0.0 -0.1
C -5.8521 -2.5452 3.0996 0.1 0.0 -0.1
C -4.8947 -2.8571 2.1340 -0.1 0.1 0.0
C -1.2822 -2.7033 3.8617 -0.1 0.2 0.0
C -1.9143 -3.8385 4.3556 -0.1 -0.1 0.1
C -2.7481 -3.7775 5.4729 0.1 0.0 -0.1
C -2.9620 -2.5692 6.1167 0.1 0.0 -0.1
C -2.3294 -1.4226 5.6414 0.2 -0.1 -0.1
C -1.5024 -1.4918 4.5290 0.0 -0.2 0.1
C 0.2753 -4.4341 2.1551 0.1 0.0 -0.1
C 0.7828 -5.1711 3.2265 0.0 -0.1 0.0
C 1.3257 -6.4358 3.0300 -0.1 0.1 0.0
C 1.3860 -6.9790 1.7484 0.0 0.1 0.0
C 0.8939 -6.2505 0.6737 -0.1 0.1 0.0
C 0.3408 -4.9875 0.8796 0.0 -0.1 0.1
H -3.2109 -3.6039 -2.0115 0.0 0.0 0.0
H -3.3760 -6.0067 -2.6677 0.0 0.0 0.0
H -3.2035 -7.7762 -0.9388 0.0 0.0 0.0
H -2.8413 -7.1357 1.4311 0.0 0.0 0.0
H -2.6457 -4.7532 2.0457 0.0 0.0 0.0
H -2.9540 -0.1148 2.3830 0.0 0.1 0.0
H -4.6309 0.4473 4.1045 0.0 0.0 0.0
H -6.5117 -1.1138 4.5598 0.0 0.0 0.0
H -6.6621 -3.2404 3.2991 0.0 0.0 0.0
H -4.9850 -3.7845 1.5843 0.0 0.0 0.0
H -1.7431 -4.7963 3.8801 0.0 0.0 0.0
H -3.2362 -4.6780 5.8311 0.0 0.0 0.0
H -3.6210 -2.5173 6.9770 0.0 0.0 0.0
H -2.4870 -0.4700 6.1376 0.0 0.0 0.0
H -0.9980 -0.6057 4.1667 0.0 0.1 0.0
H 0.7685 -4.7369 4.2199 0.0 0.0 0.0
H 1.7173 -6.9946 3.8741 0.0 0.0 0.0
H 1.8260 -7.9580 1.5917 0.0 0.0 0.0
H 0.9342 -6.6654 -0.3289 0.0 0.0 0.0
H -0.0497 -4.4019 0.0538 0.0 0.0 0.0
N -0.9823 3.1412 -2.3074 0.3 -0.6 0.1
P 0.0614 3.0273 -0.8471 -0.7 0.8 -0.5
C 0.1955 4.8866 -0.6423 0.0 0.0 -0.1
C 1.4510 5.4670 -0.4725 0.0 -0.1 0.0
C 1.5907 6.8511 -0.3763 -0.1 -0.1 0.0
C 0.4777 7.6762 -0.4569 0.0 -0.1 0.0
C -0.7854 7.1099 -0.6146 0.1 -0.1 0.0
C -0.9210 5.7303 -0.6952 0.0 0.0 0.0
C -1.3090 2.8417 0.4232 0.0 0.3 -0.1
C -2.5333 2.2859 0.0605 0.0 0.0 0.0
C -3.6143 2.3055 0.9415 0.1 -0.1 0.0
C -3.4806 2.8772 2.1962 0.1 0.0 0.0
C -2.2458 3.3938 2.5885 0.0 -0.1 -0.1
C -1.1651 3.3702 1.7154 -0.2 0.0 -0.1
C -0.9244 2.0306 -3.1301 0.2 0.0 0.3
C -1.2238 2.0555 -4.5031 0.0 0.0 0.0
C -1.0870 0.8851 -5.2233 0.0 0.0 0.0
C -0.6671 -0.2809 -4.5884 0.0 0.1 0.0
C -0.4202 -0.2133 -3.2265 -0.2 0.1 0.1
N -0.5387 0.9078 -2.5142 -0.1 -0.2 -0.2
H -1.2292 4.0148 -2.7374 0.0 0.1 0.0
H 2.3249 4.8312 -0.3672 -0.1 0.0 0.0
H 2.5763 7.2792 -0.2281 0.0 0.0 0.0
H 0.5877 8.7522 -0.3842 0.0 0.0 0.0
H -1.6650 7.7438 -0.6563 0.0 0.0 0.0
H -1.9136 5.2958 -0.7773 0.0 0.0 0.0
H -2.6523 1.8228 -0.9107 0.0 0.0 0.0
H -4.5462 1.8376 0.6442 0.1 0.0 0.0
H -4.3251 2.9042 2.8761 0.0 0.0 0.0
H -2.1259 3.8243 3.5771 0.0 0.0 0.0
H -0.2100 3.7740 2.0235 0.0 0.0 0.0
H -1.5500 2.9770 -4.9721 0.0 0.0 0.0
H -1.3098 0.8787 -6.2850 0.0 0.0 0.0
H -0.5628 -1.2161 -5.1231 0.0 0.0 0.0
H -0.1506 -1.1010 -2.6633 0.0 0.1 0.0
Br 2.4510 -2.1439 -1.3321 0.0 0.0 0.1
C 3.4443 -0.7958 -0.4263 -0.1 0.2 0.1
C 4.8094 -0.9769 -0.2754 0.0 0.0 0.0
C 5.5093 0.0282 0.3713 0.0 0.0 0.0
C 4.8305 1.1482 0.8230 0.0 -0.1 0.0
C 3.4580 1.2234 0.6301 0.0 -0.2 -0.2
N 2.7718 0.2497 0.0054 0.5 0.1 0.0
C 2.7100 2.4850 1.0871 0.0 0.2 0.1
O 3.4230 3.4402 1.4430 -0.1 -0.2 -0.2
O 1.4537 2.4300 1.0270 0.7 0.4 0.6
H 5.2875 -1.8714 -0.6463 0.0 0.0 0.0
H 6.5808 -0.0644 0.5141 0.0 0.0 0.0
H 5.3207 1.9727 1.3205 0.0 0.0 0.0
```
Forces are in eV/Å.